The following is a DFT calculation (ωB97M-V/def2-TZVPD) of a structure of composition C40H35N3O17SSi in a non-equilibrium geometry.

Results
* HOMO energy: -9.0 eV
* lowest unoccupied orbital energy: -0.0608 Ha
* strongest force on any atom: 1.61 eV/A

Last column: Mulliken charge in e.
Cartesian coordinates (Å):
C (0.8109, 0.3839, 1.7221)  -1.07
Si (0.5761, 0.5920, -0.1642)  0.55
C (0.5179, 2.4560, -0.4784)  -0.95
C (2.1250, -0.2023, -0.9377)  -0.90
O (-0.7849, -0.2773, -0.6677)  -0.53
C (-1.9967, 0.4629, -0.7459)  -0.16
C (-2.6886, 0.7225, 0.6182)  -0.28
C (-3.7621, 1.8144, 0.5486)  0.45
C (-3.3733, 3.1989, 0.8169)  -0.56
C (-4.2874, 4.2188, 0.8000)  -1.18
C (-5.6600, 3.9178, 0.5188)  0.27
N (-6.6491, 4.8253, 0.5103)  -0.71
S (-7.9940, 3.9674, 0.1552)  0.12
N (-7.4104, 2.4498, 0.0007)  -0.63
C (-6.0950, 2.5526, 0.2286)  0.86
C (-5.0841, 1.5284, 0.2532)  0.40
C (-5.4388, 0.0887, -0.0473)  -0.38
C (-5.4500, -0.3280, -1.4033)  -0.16
C (-5.7403, -1.6825, -1.6776)  -0.77
C (-5.9935, -2.5216, -0.5838)  -0.12
N (-6.0207, -2.1642, 0.7025)  -0.64
C (-5.7378, -0.8798, 0.9210)  -0.16
H (0.1019, 1.1010, 2.1864)  0.34
H (0.6492, -0.6481, 2.0653)  0.27
H (1.8151, 0.7736, 1.9871)  0.37
H (-0.0411, 2.7063, -1.3987)  0.32
H (-0.0185, 2.9161, 0.3760)  0.20
H (1.5516, 2.8351, -0.5124)  0.40
H (1.9906, -0.2696, -2.0294)  0.35
H (2.2306, -1.2025, -0.4767)  0.11
H (2.9788, 0.4363, -0.6498)  0.30
H (-2.7018, -0.1614, -1.3332)  0.15
H (-1.9125, 1.4043, -1.3313)  0.22
H (-3.1768, -0.2219, 0.9196)  0.29
H (-2.0067, 0.9982, 1.4405)  0.20
H (-2.3266, 3.4143, 1.0599)  0.36
H (-3.9105, 5.2276, 1.0124)  1.01
H (-5.2261, 0.4118, -2.1789)  0.49
H (-5.7439, -2.0033, -2.7229)  0.40
H (-6.1910, -3.5826, -0.8072)  0.47
H (-5.7365, -0.5447, 1.9720)  0.37
C (6.1321, -3.4899, -1.5628)  -0.83
C (5.4917, -2.5479, -0.8598)  0.32
C (5.9552, -1.1228, -0.8527)  1.05
O (5.3271, -0.3011, -0.2124)  -0.60
C (7.1513, -0.7863, -1.6169)  -0.94
C (7.7921, -1.7290, -2.3161)  0.01
C (7.3134, -3.1481, -2.3454)  1.03
O (7.9244, -3.9606, -3.0128)  -0.62
O (8.8937, -1.4576, -3.0269)  -0.43
O (4.4087, -2.8245, -0.1294)  -0.60
H (5.8063, -4.5204, -1.5774)  0.44
H (7.4868, 0.2413, -1.5904)  0.46
H (9.1619, -2.3046, -3.4382)  0.33
H (4.1398, -1.9769, 0.2739)  0.29
C (13.1060, 0.7979, -2.5336)  -0.91
C (12.1640, 0.0608, -3.1367)  0.41
C (12.4655, -1.3044, -3.6821)  0.97
O (11.5692, -1.9428, -4.2044)  -0.62
C (13.8282, -1.8051, -3.5640)  -1.01
C (14.7693, -1.0659, -2.9643)  0.36
C (14.4626, 0.2866, -2.3950)  0.99
O (15.3527, 0.9073, -1.8442)  -0.61
O (16.0290, -1.4910, -2.8397)  -0.56
O (10.9125, 0.4954, -3.2841)  -0.53
H (12.9013, 1.7814, -2.1346)  0.43
H (14.0371, -2.7824, -3.9760)  0.43
H (16.5028, -0.7767, -2.3719)  0.35
H (10.4364, -0.2223, -3.7430)  0.35
C (-7.4534, -7.1884, -0.3125)  -0.96
C (-8.1562, -8.2404, 0.1249)  0.42
C (-9.6536, -8.2675, 0.0573)  0.93
O (-10.2419, -9.2565, 0.4513)  -0.61
C (-10.3377, -7.0967, -0.4774)  -0.94
C (-9.6347, -6.0440, -0.9112)  0.38
C (-8.1371, -6.0293, -0.8682)  0.94
O (-7.5466, -5.0523, -1.2935)  -0.59
O (-10.2272, -4.9530, -1.4049)  -0.57
O (-7.5652, -9.3199, 0.6425)  -0.56
H (-6.3736, -7.1578, -0.2710)  0.44
H (-11.4180, -7.1205, -0.5051)  0.42
H (-9.5031, -4.3443, -1.6458)  0.33
H (-8.2901, -9.9301, 0.8777)  0.35
C (-4.2962, 6.7471, 5.7206)  -0.88
C (-4.2613, 6.4669, 4.4118)  0.38
C (-3.0288, 6.7128, 3.5906)  1.02
O (-3.0384, 6.4242, 2.4071)  -0.58
C (-1.8685, 7.2944, 4.2508)  -0.99
C (-1.9064, 7.5772, 5.5586)  0.30
C (-3.1270, 7.3071, 6.3853)  0.97
O (-3.1003, 7.5666, 7.5734)  -0.61
O (-0.8633, 8.1127, 6.1964)  -0.56
O (-5.3187, 5.9549, 3.7748)  -0.53
H (-5.1759, 6.5731, 6.3241)  0.44
H (-0.9933, 7.4827, 3.6449)  0.44
H (-1.1468, 8.2157, 7.1251)  0.35
H (-5.0470, 5.8402, 2.8447)  0.23

Cartesian forces, eV/Å:
-0.2 0.9 -0.6
0.9 -0.9 0.7
-0.6 -0.3 0.1
-1.0 0.3 0.3
0.3 1.3 0.2
-1.0 -0.3 -0.4
-0.6 0.0 0.2
-0.3 0.7 0.0
-0.6 -0.5 -0.1
0.8 -0.3 0.0
0.0 -0.1 0.0
-0.4 -1.3 -0.3
0.4 -0.2 0.0
0.5 0.9 0.2
1.0 1.0 0.4
0.3 -1.3 0.2
-0.3 -0.2 -1.3
-0.2 -0.6 1.0
0.3 1.5 0.5
-0.1 -1.1 -1.0
0.4 0.7 -0.8
0.0 1.0 0.8
0.2 -0.7 0.1
0.1 0.4 0.0
-0.4 -0.5 -0.1
0.5 0.1 0.3
0.3 0.0 -0.5
-0.4 0.0 -0.1
0.4 -0.1 0.4
0.0 0.4 -0.5
-0.2 -0.4 -0.3
0.3 0.3 0.3
0.3 -0.3 0.4
0.4 0.4 0.0
0.1 -0.1 -0.5
-0.4 -0.1 -0.1
-0.7 -0.5 -0.3
-0.1 -0.4 0.2
-0.1 -0.3 0.6
0.1 0.7 0.3
0.0 -0.3 -0.4
0.2 0.0 -0.1
-0.3 -0.6 0.1
0.4 0.4 -0.2
-0.1 -0.3 0.1
-0.2 0.1 0.1
0.2 0.7 0.0
-0.4 -0.5 0.2
0.2 0.3 -0.1
-0.4 -0.7 0.0
0.3 0.5 0.0
0.0 0.0 0.0
0.0 0.0 0.0
0.1 0.1 0.0
-0.1 0.0 0.0
0.3 0.0 0.1
-0.3 0.6 0.2
0.4 -0.4 -0.1
-0.2 0.2 0.1
-0.2 0.0 -0.1
0.2 -0.6 -0.2
-0.4 0.5 0.1
0.2 -0.3 -0.1
-0.2 0.5 0.2
0.5 -0.4 -0.2
0.0 0.0 0.0
0.0 0.0 0.0
0.1 0.0 0.0
-0.3 0.1 0.1
0.0 0.2 -0.1
0.6 -0.1 0.1
-0.5 0.3 -0.1
0.3 -0.1 0.1
0.0 -0.2 0.1
-0.6 0.1 0.0
0.5 -0.3 0.2
-0.5 -0.1 -0.2
0.6 -0.1 0.1
-0.6 0.1 -0.1
0.0 0.0 0.0
0.0 0.0 0.0
-0.1 0.1 0.0
0.0 0.0 0.0
0.1 0.1 0.2
-0.6 -0.1 0.2
0.5 0.2 0.0
-0.2 0.1 0.2
-0.1 -0.1 -0.2
0.6 0.2 -0.3
-0.6 -0.2 0.1
0.3 0.1 0.0
-0.5 -0.2 0.2
0.6 0.2 -0.2
0.0 0.0 0.0
0.0 0.0 0.0
0.1 0.0 0.0
-0.2 -0.1 0.0